Computed, not measured: a molecular structure, C17H36AgCl9O10P2 at a distorted geometry, with ωB97M-V/def2-TZVPD.

Frontier orbital gap (spin up / spin down) in hartree: 0.20097 / 0.24363
HOMO (spin up / spin down) in hartree: -0.1867 / -0.3621
Max |F| in eV Å⁻¹: 5.3
E_LUMO (spin up / spin down) in eV: 0.3884 / -3.2251
Charge: 0
Multiplicity: 3

CARTESIAN COORDINATES (ANGSTROEM)
C: 3.497 -0.040 -0.539
H: -1.544 -0.277 5.703
O: -0.832 -1.326 0.051
Cl: 0.670 -5.597 -0.227
C: -0.573 3.510 -3.273
H: -1.338 -1.962 4.113
O: -3.402 2.722 -0.760
C: -3.711 1.705 1.422
C: -0.273 2.345 2.473
O: -1.410 3.697 -2.153
C: 1.670 -1.319 3.285
H: 1.529 -1.613 4.325
H: 0.294 2.913 -2.991
Ag: -0.525 -0.754 -2.116
H: -0.914 5.524 -3.789
C: 4.805 -2.510 -4.008
H: -3.907 0.669 -0.523
H: -1.966 -3.817 -0.602
P: -1.814 2.540 -1.027
H: 1.295 -0.318 3.071
H: 2.812 2.900 -2.540
H: -2.862 1.061 1.654
H: 0.536 1.940 0.441
Cl: 4.943 -0.825 -4.620
O: -0.059 -2.702 2.283
H: -4.292 -4.257 -1.000
C: -2.049 -1.222 3.745
P: -1.216 -1.909 1.441
H: -2.628 -4.855 0.649
H: -2.703 0.696 4.768
O: -1.792 -0.788 2.427
H: 0.552 5.289 -2.929
H: 0.559 2.315 3.177
C: 1.587 -4.751 -1.516
C: 2.183 -0.235 -1.319
C: 3.541 3.574 -2.091
Cl: 3.262 -4.787 -1.212
H: -0.978 3.077 2.867
Cl: 1.083 -5.498 -3.064
H: 3.351 0.169 0.520
Cl: 3.254 3.634 -0.291
H: 0.456 4.872 -4.682
Cl: 4.435 -3.576 -5.367
Cl: 3.293 5.120 -2.670
H: -5.122 1.885 -0.368
O: -2.412 -2.981 1.380
H: -4.553 1.419 2.052
C: -1.910 -0.049 4.702
Cl: 5.167 3.086 -2.332
H: 1.603 -1.958 1.305
C: 0.088 2.729 1.044
O: -1.110 3.211 0.368
H: -4.668 -3.274 0.541
H: -3.473 2.688 1.827
H: 0.835 3.523 1.046
C: -3.991 -3.493 -0.284
O: 1.447 0.729 -1.560
C: -2.638 -3.838 0.257
H: 4.018 -2.586 -3.258
H: 1.842 -3.208 2.498
H: -3.879 -2.552 -0.823
H: -1.190 3.054 -4.048
O: -1.417 1.146 -1.385
H: -3.098 -1.502 3.834
H: 2.750 -1.239 3.165
C: 1.236 -2.334 2.261
H: 1.236 -3.726 -1.641
C: -0.058 4.853 -3.721
H: 4.270 -0.805 -0.620
Cl: 6.307 -3.052 -3.254
H: 4.019 0.808 -0.983
H: -0.996 0.424 4.343
H: -0.868 1.443 2.332
C: -4.099 1.646 -0.078
O: 1.846 -1.384 -1.703